A single C2H4N2O2S molecule at a distorted geometry. Source: OMol25; level of theory: ωB97M-V with the def2-TZVPD basis set.

Computed properties:
Kohn-Sham gap = 10.029 eV
HOMO level = -9.36 eV
Lowest unoccupied orbital energy = 0.672 eV
2S+1 = 1
Total energy = -20047.7755 eV
SMILES = NC(=S)ONC=O

XYZ file:
```
11
C2H4N2O2S ωB97M-V with the def2-TZVPD basis set
C -1.0334 0.0793 -0.0258
C 1.9600 -0.6071 -0.1198
H -1.5699 2.0463 -0.1995
H -2.7320 0.8504 -0.8009
H 0.6940 -0.8991 1.4693
H 2.4782 -1.5607 0.1348
N -1.8052 1.1002 -0.4516
N 1.0992 -0.2165 0.8353
O 0.0509 0.6671 0.5153
O 2.2697 0.0261 -1.1079
S -1.4114 -1.4861 -0.2492
```

Atom charges from the natural (NBO) analysis, given in e for atoms 1 to 8:
1. C 0.351
2. C 0.503
3. H 0.409
4. H 0.418
5. H 0.395
6. H 0.130
7. N -0.784
8. N -0.323